No. 1
Density functional theory data (wB97M-V/def2-TZVPD) for a 2-piece molecular cluster, C9H5ClI2O5 overall.

Computed properties:
SMILES: O=C1C=C(I)C(=O)C(I)=C1Cl.O=C1OCCO1
F_max (hartree/bohr): 0.170
E (eV): -48368.112
2S+1: 1

Positions of all 22 atoms, in Å:
C -1.5658 0.0692 1.8724
O 3.0495 0.0620 -2.1918
C -3.9681 2.1855 1.5079
C -1.4108 1.4776 2.4171
C 3.3297 -2.2012 -2.2798
H 2.3673 -2.6259 -2.5841
O -3.6191 -1.6267 1.8845
C 3.6474 -0.9323 -3.0023
O -2.9228 3.1418 3.7630
C -4.1165 0.7820 0.9509
C 2.9482 -0.4596 -0.9343
C -2.8006 2.3728 2.6708
H 4.7242 -0.7416 -3.0590
I 0.1445 -1.2311 1.4356
H 4.1084 -2.9584 -2.4065
Cl 0.2986 2.1623 2.7362
O 3.2421 -1.7927 -0.9279
H -4.6141 3.0934 1.1464
H 3.2291 -0.9123 -4.0123
O 2.6349 0.1814 0.0550
I -5.5668 0.3677 -0.6353
C -3.1394 -0.4140 1.5932

Atomic partial charges in e from the natural (NBO) method, atoms 1 to 4:
1 C -0.267
2 O -0.477
3 C -0.284
4 C -0.085


No. 2
Density functional theory data (wB97M-V/def2-TZVPD) for a single C9H5FO2 molecule.

Computed properties:
F_max (hartree/bohr): 0.093
Energy above the lowest of the compared OMol25 structures with the same formula, charge and spin (kcal/mol): 0.0
E (eV): -16222.557
2S+1: 1

Positions of all 17 atoms, in Å:
H -1.8092 -1.7867 0.4752
C 2.1420 1.4800 -0.6323
H -0.2802 2.2815 0.2697
F 2.2236 2.8093 -0.4350
C -0.2236 1.2698 0.1906
C 1.0471 0.7022 -0.1957
C -1.1628 0.3412 0.6101
O 4.0602 0.0395 1.4180
C 0.1605 -1.5131 -0.2695
C -1.0124 -0.9991 0.3105
O 2.9973 -2.3126 -0.7176
C 2.6143 -1.2475 -0.2599
H 0.1473 -2.4979 -0.4306
C 3.4466 -0.2400 0.4722
H 2.9313 1.3243 -1.4036
H -2.1158 0.8047 1.0329
C 1.2728 -0.7069 -0.3442

Atomic partial charges in e from the natural (NBO) method, atoms 1 to 4:
1 H 0.227
2 C 0.217
3 H 0.224
4 F -0.334


No. 3
Density functional theory data (wB97M-V/def2-TZVPD) for C9H6AuCl3O8 as an isolated structure.

Computed properties:
F_max (hartree/bohr): 0.027
Energy above the lowest of the compared OMol25 structures with the same formula, charge and spin (kcal/mol): 0.0
E (eV): -67060.161
2S+1: 1

Positions of all 27 atoms, in Å:
H 3.4873 1.0019 5.4746
O -1.3234 0.2687 -1.2336
C 1.3453 0.9547 5.6603
H -0.7847 0.9490 5.5384
C 3.7583 -1.0194 -0.8288
C -1.2144 1.1305 3.0027
Au 0.1402 0.5749 0.2779
C 1.3158 1.2090 2.8557
C 2.5205 1.1724 3.5828
O -1.0554 -0.7075 -3.3846
C 1.8405 0.2939 -0.7506
H -2.0363 1.2286 3.7265
H 4.3254 -1.5427 -0.0676
Cl -1.2277 -1.0507 -2.0211
H 3.5478 -1.6627 -1.6789
O -2.4297 -1.7655 -1.7879
Cl 4.0193 1.2887 2.7271
C 0.1203 1.1178 3.5941
O -0.0844 -1.7718 -1.4970
C 2.5410 1.0389 4.9534
O 1.4001 1.4141 1.5526
O 2.1067 1.0364 -1.6264
C 0.1480 1.0032 4.9920
O 2.4887 -0.6871 -0.1923
O -1.5059 1.0299 1.8191
H 4.2607 -0.1071 -1.1361
Cl 1.3891 0.7930 7.3858

Atomic partial charges in e from the natural (NBO) method, atoms 1 to 4:
1 H 0.249
2 O -0.885
3 C -0.060
4 H 0.234


No. 4
Density functional theory data (wB97M-V/def2-TZVPD) for C9H6AuCl5N2O as an isolated structure.

Computed properties:
F_max (hartree/bohr): 0.330
E (eV): -80746.022
2S+1: 1

Positions of all 24 atoms, in Å:
C -2.6333 0.6483 0.0513
C 3.2628 -0.1256 -0.2412
C 5.1714 0.9948 -0.3649
O -1.6369 1.5093 0.1468
Cl -6.9207 2.2531 -0.2226
H 4.7636 1.2386 -1.4030
H 4.8740 1.6918 0.2789
Cl -5.0934 -2.8951 0.2557
Cl -1.7045 -2.0960 -0.2596
H 4.7412 -2.1923 -0.2364
H 6.0813 -1.4380 0.0997
C -5.4794 -0.3937 0.0268
Au 0.2621 0.4330 0.1261
C -4.1424 1.7016 -0.0724
C -4.4690 -1.0480 0.2813
C -3.3841 -0.9505 -0.3073
C -5.4430 0.9927 -0.0751
H 4.6651 -1.7098 1.4053
N 1.8940 -0.4855 -0.0788
Cl -3.7840 3.4245 -0.0148
H 6.3293 0.8091 -0.1891
C 5.2020 -1.4485 0.6120
N 4.4794 -0.0367 -0.0433
Cl -7.0352 -0.8772 0.2244

Atomic partial charges in e from the natural (NBO) method, atoms 1 to 4:
1 C 0.485
2 C 0.598
3 C -0.392
4 O -0.713


No. 5
Density functional theory data (wB97M-V/def2-TZVPD) for C9H6Br2Cl5IrNO2 as an isolated structure.

Computed properties:
F_max (hartree/bohr): 0.053
Energy above the lowest of the compared OMol25 structures with the same formula, charge and spin (kcal/mol): 1.9
E (eV): -220543.976
Charge: +1
2S+1: 1

Positions of all 26 atoms, in Å:
Cl 1.7926 3.7388 3.0484
C 1.2225 2.4585 2.0692
C -3.0320 -0.7659 -0.6555
H 3.7753 -2.0035 -1.5062
H -3.1127 0.3199 -0.6277
O -3.7564 -1.2195 1.5755
C 1.4977 1.1370 2.4360
H -1.6242 -0.4258 -2.1495
N -1.8282 -1.1389 -1.4517
H 3.4062 -1.5714 -3.2191
Cl 0.2045 4.3548 0.4346
C 0.4964 2.7364 0.8986
Ir -0.2416 -1.3377 -0.2193
C 3.1165 -1.4739 -2.1809
Cl 2.3849 0.7328 3.8360
C 0.2890 0.3941 0.4734
Br 3.0207 0.3566 -1.7042
C 1.0218 0.1479 1.6024
C -2.8738 -1.2410 0.7800
O -1.6351 -1.6989 1.0477
Br 1.3641 -2.3736 -2.0420
Cl -0.8797 1.9931 -1.3481
H -1.9511 -2.0304 -1.9296
Cl 1.2636 -1.5913 1.8055
C 0.0198 1.6922 0.1018
H -3.9406 -1.1903 -1.0752

Atomic partial charges in e from the natural (NBO) method, atoms 1 to 4:
1 Cl 0.110
2 C -0.085
3 C -0.367
4 H 0.247


No. 6
Density functional theory data (wB97M-V/def2-TZVPD) for C9H6Br2O as an isolated structure.

Computed properties:
F_max (hartree/bohr): 0.076
Energy above the lowest of the compared OMol25 structures with the same formula, charge and spin (kcal/mol): 0.0
E (eV): -151561.620
2S+1: 1

Positions of all 18 atoms, in Å:
C 0.1054 -0.0120 0.5948
C -2.2934 0.1140 0.3553
H -1.0653 -1.0896 2.0674
C -1.1046 -0.1156 1.4234
H 3.4643 0.0583 0.3458
H 1.5581 -0.1003 2.0806
H 3.1920 0.0962 -1.7779
C 1.3946 -0.0254 1.0742
C -0.1369 0.0383 -0.8011
H 0.7078 -0.1940 -2.6615
C -1.5556 -0.0573 -1.0465
Br -3.7039 -1.1877 0.5547
O -2.1253 -0.2524 -2.0894
C 0.9294 -0.0863 -1.6923
C 2.4427 0.1041 0.1851
H -0.9208 0.7513 2.2331
Br -3.0977 1.9092 0.3077
C 2.2092 0.0491 -1.1536

Atomic partial charges in e from the natural (NBO) method, atoms 1 to 4:
1 C 0.033
2 C -0.234
3 H 0.262
4 C -0.478


No. 7
Density functional theory data (wB97M-V/def2-TZVPD) for C9H6F3N3 as an isolated structure.

Computed properties:
F_max (hartree/bohr): 0.068
E (eV): -22046.772
2S+1: 1

Positions of all 21 atoms, in Å:
F -3.7719 0.6252 -0.5278
C 0.1819 0.0100 -0.9322
N -1.2788 -2.5116 0.9966
F -1.9957 1.7108 -0.3795
H -1.3199 -3.4895 1.3120
H 2.0037 -0.2988 -2.3241
H 0.0791 2.0859 -0.1030
H 1.8953 -1.4227 -1.0348
C -2.7082 0.7862 0.2680
N 3.2871 0.7204 1.6909
N -2.2734 -1.5075 1.1751
F -3.1813 1.3192 1.4836
C -0.2413 -2.1554 0.2567
C 2.6665 0.7891 0.6329
C -0.5890 -0.7801 -0.2188
C 1.9937 0.7728 -0.4738
H 4.2855 1.0943 1.7524
C -1.8251 -0.4999 0.4861
C 1.5468 -0.4088 -1.3534
H 0.6726 1.6806 -1.8710
C 0.5725 1.4796 -0.8359

Atomic partial charges in e from the natural (NBO) method, atoms 1 to 4:
1 F -0.309
2 C 0.251
3 N -0.434
4 F -0.323